A 2-piece molecular cluster, C5H12OS overall at a distorted geometry. Source: the Open Molecules 2025 dataset; level of theory: ωB97M-V/def2-TZVPD.

The value obtained for the relative energy (zero: lowest compared OMol25 entry of this formula, charge and spin) is 112.4 kJ/mol. The total energy comes out at -671.09045 hartree. The calculation puts the lowest unoccupied orbital energy at 0.8 eV. Its gap between HOMO and LUMO is 9.6305 eV.

Each line ends with the Löwdin charge.
Cartesian coordinates (Å):
S1 0.114 1.341 -1.104  0.747
O1 0.731 -0.502 1.544  -0.027
C1 1.534 -2.409 0.289  -0.048
C2 -0.897 -2.078 0.754  0.030
C3 -0.314 2.930 -0.278  -0.387
C4 0.383 -1.670 0.851  -0.462
C5 -1.458 0.536 -0.781  -0.454
H1 -1.770 0.662 0.276  0.048
H2 0.650 0.252 0.970  -0.004
H3 0.524 3.586 -0.495  0.021
H4 2.130 -2.825 1.123  0.093
H5 -1.203 -2.986 0.233  0.073
H6 -0.334 2.734 0.814  0.044
H7 -1.669 -1.467 1.157  0.049
H8 -2.262 0.998 -1.400  0.046
H9 -1.272 3.281 -0.712  0.045
H10 1.208 -3.245 -0.338  0.081
H11 -1.352 -0.534 -1.037  0.025
H12 2.186 -1.744 -0.282  0.082



C6H13NS as an isolated structure at a distorted geometry. Source: the Open Molecules 2025 dataset; level of theory: ωB97M-V/def2-TZVPD.

The value obtained for the relative energy (zero: lowest compared OMol25 entry of this formula, charge and spin) is 791.0 kJ/mol. The total energy comes out at -689.05271 hartree. The calculation puts the lowest unoccupied orbital energy at 0.4 eV. Its gap between HOMO and LUMO is 9.3664 eV.

Each line ends with the Löwdin charge.
Cartesian coordinates (Å):
S1 -0.104 1.878 -1.703  0.652
N1 -0.905 -2.013 1.238  0.003
C1 -0.288 0.597 1.027  -0.387
C2 -0.536 -0.731 0.301  -0.284
C3 0.571 1.112 -0.130  -0.555
C4 1.431 -0.963 -1.827  -0.171
C5 0.795 -0.454 -0.501  -0.456
C6 -1.350 1.726 1.354  -0.100
H1 -0.100 -2.094 1.909  0.049
H2 -0.532 0.303 -2.012  0.034
H3 1.206 -0.287 -3.060  0.139
H4 -1.434 -0.243 -0.415  0.156
H5 -0.791 -2.902 0.464  0.132
H6 1.500 -0.772 0.159  0.069
H7 -2.095 1.590 2.396  0.118
H8 1.425 1.606 0.141  0.058
H9 1.036 -2.210 -1.936  0.118
H10 -2.220 1.653 0.706  0.036
H11 2.843 -0.980 -1.664  0.157
H12 0.378 0.413 1.793  0.105
H13 -0.830 2.768 1.760  0.127